1.
{
  "formula": "C3H5IN4",
  "method": "ωB97M-V/def2-TZVPD",
  "e_above_lowest_kj_mol": 13.5,
  "smiles": "Cn1nc(N)c(I)n1",
  "symbols": ["C", "C", "C", "N", "N", "N", "N", "I", "H", "H", "H", "H", "H"],
  "positions_angstrom": [[-1.36, 0.81, -0.45], [-2.20, -0.16, 0.12], [1.00, -1.59, 0.33], [-0.11, 0.40, -0.48], [-1.33, -1.23, 0.43], [-0.15, -0.77, 0.06], [-1.79, 2.09, -0.77], [-4.26, -0.09, 0.08], [0.83, -2.57, -0.12], [1.92, -0.91, 0.10], [1.00, -1.76, 1.41], [-2.44, 2.17, -1.51], [-0.93, 2.52, -1.02]],
  "nbo_charge": [0.21, -0.13, -0.42, -0.29, -0.25, 0.03, -0.80, 0.20, 0.23, 0.24, 0.22, 0.38, 0.38]
}



2.
{
  "formula": "C3H5INS",
  "method": "ωB97M-V/def2-TZVPD",
  "charge": 1,
  "symbols": ["I", "C", "C", "S", "C", "N", "H", "H", "H", "H", "H"],
  "positions_angstrom": [[1.71, 1.61, -1.11], [0.44, -0.11, -0.79], [-1.01, 0.26, -0.71], [-1.12, 1.08, 0.95], [0.02, -0.03, 1.49], [0.70, -0.63, 0.55], [0.70, -0.80, -1.58], [-1.41, 0.85, -1.53], [-1.60, -0.64, -0.54], [0.19, -0.24, 2.54], [1.38, -1.36, 0.73]],
  "nbo_charge": [0.18, -0.19, -0.54, 0.49, 0.00, -0.50, 0.27, 0.29, 0.25, 0.28, 0.46]
}



3.
{
  "formula": "C3H5IO",
  "method": "ωB97M-V/def2-TZVPD",
  "e_above_lowest_kj_mol": 194.9,
  "symbols": ["C", "C", "C", "O", "I", "H", "H", "H", "H", "H"],
  "positions_angstrom": [[0.20, 1.33, -0.61], [-0.13, 0.20, 0.23], [0.49, -1.15, 0.48], [0.02, 1.44, 0.86], [-2.79, -0.22, -0.08], [1.18, 1.29, -1.03], [-0.75, 1.66, -1.26], [0.00, -1.77, 1.19], [1.55, -1.08, 0.69], [0.22, -1.68, -0.49]],
  "nbo_charge": [-0.19, 0.45, -0.70, -0.45, -0.30, 0.20, 0.24, 0.26, 0.24, 0.25]
}



Number 1: E_tot -17251.6739 eV, HOMO level -0.3152 hartree. Number 2: E_tot -23610.8443 eV, HOMO level -0.5050 hartree. Number 3: E_tot -13337.3536 eV, HOMO level -0.3303 hartree.